(1)
Below is 2 unconnected molecules or ions with the total composition C5H11N3O, with properties calculated with wB97M-V/def2-TZVPD.

Calculated values
SMILES	CNC(C)=O.N=C=CN
orbital gap	8.81	eV
energy relative to the best compared isomer or geometry (same formula, charge and spin)	45.1	kcal/mol

Element x y z (Å)
C1 -0.7245 -2.1373 -1.3752
N1 0.1906 -1.3304 -0.6043
C2 1.4953 -1.1433 -0.9868
C3 2.3254 -0.3897 0.0334
O1 1.9763 -1.6884 -1.9600
H1 -1.5752 -1.5499 -1.7264
H2 -0.1924 -2.5186 -2.2453
H3 -1.0846 -2.9883 -0.7933
H4 -0.1200 -1.0246 0.3103
H5 2.3681 -0.9380 0.9729
H6 3.3345 -0.2598 -0.3471
H7 1.9113 0.6028 0.1941
N2 -0.4669 0.1324 1.8060
C4 -1.1658 0.9844 1.2597
C5 -1.7175 1.9638 0.5863
N3 -1.1688 3.2453 0.3964
H8 -0.5494 -0.1653 2.7731
H9 -2.7315 1.8333 0.2353
H10 -0.2877 3.3759 0.8759
H11 -1.8171 3.9957 0.5951

---

(2)
Below is 2 unconnected molecules or ions with the total composition C5H11N3O2, with properties calculated with wB97M-V/def2-TZVPD.

Calculated values
SMILES	CC(C)(N=C=N)C(=O)O.N
orbital gap	9.49	eV
energy relative to the best compared isomer or geometry (same formula, charge and spin)	65.0	kcal/mol

Element x y z (Å)
C1 -0.4551 1.6522 1.6752
C2 0.6192 0.9832 0.8019
C3 1.9415 1.0589 1.5666
N1 0.6051 1.9289 -0.6371
C4 1.0415 2.4199 -1.6656
N2 1.5053 2.8242 -2.6817
C5 0.2646 -0.3981 0.2029
O1 0.8089 -1.4555 0.3813
O2 -0.7086 -0.2781 -0.6985
H1 -1.4041 1.5399 1.0089
H2 -0.0815 2.7397 1.5958
H3 -0.3993 1.2676 2.6618
H4 2.8530 0.9689 0.9164
H5 2.0543 1.9629 2.1313
H6 2.0294 0.1642 2.1490
H7 1.6770 3.7119 -3.1166
H8 -0.7679 -1.1697 -1.2054
N3 -1.0165 -2.3404 -2.6803
H9 -1.8880 -1.9764 -2.5029
H10 -0.5986 -1.9980 -3.5420
H11 -1.1124 -3.4071 -2.7830